(1)
The following is a DFT calculation (wB97M-V/def2-TZVPD) of a cluster of 7 separate species, H14O7 in total.

For the maximum force, the calculation gives 4.5 eV/A. The value obtained for the energy above the lowest of the compared OMol25 structures with the same formula, charge and spin is 2.822 eV. The SMILES is O.O.O.O.O.O.O. The total energy comes out at -14558.640 eV.

```
! RIJCOSX wB97M-V def2-TZVPD def2/J DEFGRID3
* xyz 0 1
H 0.4286 1.5494 0.6120
H 0.5547 0.3116 -0.3471
H 1.0983 -4.3359 -3.0659
H 0.8578 -3.1587 -2.1174
H 3.8467 -0.4042 1.0505
H 3.5482 -0.7133 2.4995
H -0.8876 0.6220 -3.3097
H 0.4565 1.0397 -2.4448
H -3.6931 0.7980 0.9228
H -4.0314 1.7422 -0.2366
H -0.0529 -1.4409 2.6371
H 0.6055 -2.7496 2.8627
H -0.8508 3.4188 1.1937
H -0.9129 4.2986 -0.0459
O 0.0442 0.7523 0.2484
O 0.8793 -3.3971 -3.0264
O 3.2234 -0.9029 1.5549
O -0.0582 0.3201 -2.7858
O -4.3490 0.8942 0.2360
O 0.1083 -2.0664 3.3380
O -0.8157 3.4222 0.2239
*
```

---

(2)
The following is a DFT calculation (wB97M-V/def2-TZVPD) of a cluster of 7 separate species, H14O7 in total.

For the maximum force, the calculation gives 0.3 eV/A. The value obtained for the energy above the lowest of the compared OMol25 structures with the same formula, charge and spin is 2.383 eV. The SMILES is O.O.O.O.O.O.O. The total energy comes out at -14559.078 eV.

```
! RIJCOSX wB97M-V def2-TZVPD def2/J DEFGRID3
* xyz 0 1
H -0.0883 -1.1133 -1.1410
H 0.9188 -1.0200 -0.0065
H -3.8363 -0.9189 -2.5078
H -3.3574 -1.6782 -3.7343
H -2.2354 2.5715 2.1205
H -2.0658 1.0648 2.0155
H -0.4699 -3.7188 2.2703
H -0.3449 -5.0562 2.9814
H -1.6973 1.3559 -3.2499
H -1.5246 2.6479 -4.0315
H 5.6772 0.6483 1.0609
H 4.9753 -0.1762 -0.0056
H 2.0110 3.2785 2.1368
H 1.1013 2.0638 2.0527
O 0.8162 -0.8417 -0.9481
O -3.5302 -0.7864 -3.4121
O -1.5886 1.8688 2.2499
O -0.0874 -4.1302 3.0535
O -1.7599 1.7196 -4.1403
O 5.0874 -0.1057 0.9491
O 1.9988 2.3264 2.2864
*
```

---

(3)
The following is a DFT calculation (wB97M-V/def2-TZVPD) of a cluster of 7 separate species, H14O7 in total.

For the maximum force, the calculation gives 6.8 eV/A. The value obtained for the energy above the lowest of the compared OMol25 structures with the same formula, charge and spin is 3.349 eV. The SMILES is O.O.O.O.O.O.O. The total energy comes out at -14558.113 eV.

```
! RIJCOSX wB97M-V def2-TZVPD def2/J DEFGRID3
* xyz 0 1
O 1.0899 -0.4255 -2.4972
O 2.3482 -2.4116 -0.6848
O -0.2275 -2.5608 -0.8448
O -1.3827 0.8919 5.6439
H 1.7315 -0.4836 -3.2584
H 1.5144 -1.0128 -1.7811
H 1.3274 -2.7031 -0.4162
H 2.9324 -3.0726 -0.5781
H -0.0673 -2.1441 -1.7579
H -0.9680 -1.8517 -0.6067
H -0.4278 1.1720 5.2747
H -1.6369 1.0239 6.6466
O -1.7978 -0.4868 -1.8880
O 0.0358 3.2338 1.4887
O -0.2725 1.7004 -1.1133
H 0.9608 2.8250 1.4768
H -0.6935 2.7788 1.0787
H -2.2981 -0.0439 -2.6495
H -0.9374 -0.0130 -1.8587
H 0.5525 1.3889 -0.8311
H -0.3356 2.6061 -1.5751
*
```

---

(4)
The following is a DFT calculation (wB97M-V/def2-TZVPD) of a cluster of 7 separate species, H14O7 in total.

For the maximum force, the calculation gives 2.2 eV/A. The value obtained for the energy above the lowest of the compared OMol25 structures with the same formula, charge and spin is 3.115 eV. The SMILES is O.O.O.O.O.O.O. The total energy comes out at -14558.346 eV.

```
! RIJCOSX wB97M-V def2-TZVPD def2/J DEFGRID3
* xyz 0 1
H -1.6419 -1.2972 -0.1267
H -1.0064 -0.9167 1.2005
H -0.1272 0.7668 -3.9018
H -0.5175 1.7627 -2.8220
H 1.3063 -0.6221 -0.9883
H 1.1582 -0.8965 -2.4759
H 4.4068 -0.5301 3.5248
H 2.9594 -0.6052 3.0671
H -3.7759 -1.6815 -2.8329
H -3.1623 -0.4685 -3.5126
H -0.9191 -0.7124 3.3867
H -2.1124 -0.6941 2.4455
H 1.5746 4.1574 1.5858
H 1.3778 2.7287 1.1062
O -1.5978 -1.5631 0.7987
O -0.2652 0.8414 -2.9508
O 1.7438 -0.4777 -1.8350
O 3.8457 -0.3928 2.7533
O -2.9842 -1.3915 -3.2999
O -1.5782 -1.2889 2.9838
O 1.3156 3.2815 1.8934
*
```

---

(5)
The following is a DFT calculation (wB97M-V/def2-TZVPD) of a cluster of 7 separate species, H14O7 in total.

For the maximum force, the calculation gives 0.3 eV/A. The value obtained for the energy above the lowest of the compared OMol25 structures with the same formula, charge and spin is 2.207 eV. The SMILES is O.O.O.O.O.O.O. The total energy comes out at -14559.255 eV.

```
! RIJCOSX wB97M-V def2-TZVPD def2/J DEFGRID3
* xyz 0 1
O -4.2396 1.8804 -3.4097
H -3.9350 2.7481 -3.1441
H -4.4869 1.4517 -2.5904
O 4.5797 -0.9680 -0.5392
H 4.6149 -0.3583 0.1979
H 5.2351 -1.6339 -0.3313
O 1.1400 -0.0189 -3.1757
H 1.8230 -0.1957 -2.5287
H 0.4095 0.3294 -2.6645
O -0.8006 -2.1627 4.3422
H -1.4469 -2.3290 3.6560
H -0.0448 -2.6952 4.0942
O -1.0324 0.6207 0.2519
H -1.3744 -0.2317 0.5214
H -0.1163 0.6103 0.5292
O -4.4520 -2.3288 0.5100
H -4.5423 -2.9779 -0.1876
H -5.2493 -1.8022 0.4524
O 4.4887 3.1230 1.6153
H 4.2262 3.1851 0.6969
H 5.2034 3.7536 1.7039
*
```

---

(6)
The following is a DFT calculation (wB97M-V/def2-TZVPD) of a cluster of 7 separate species, H14O7 in total.

For the maximum force, the calculation gives 3.5 eV/A. The value obtained for the energy above the lowest of the compared OMol25 structures with the same formula, charge and spin is 0.981 eV. The SMILES is O.O.O.O.O.O.O. The total energy comes out at -14560.481 eV.

```
! RIJCOSX wB97M-V def2-TZVPD def2/J DEFGRID3
* xyz 0 1
H -0.5251 -1.8908 -0.6839
H -1.9234 -1.3414 -0.6980
H 0.5352 1.6414 -0.1872
H 1.6387 2.4312 0.5329
H 2.8328 0.4512 -0.4236
H 3.8874 -0.4542 -1.0199
H 1.2708 -2.3472 1.1388
H 1.4691 -1.0107 0.3976
H -0.2327 1.0826 1.5206
H -0.2589 -0.3872 1.7829
H -1.3015 0.5353 -1.1109
H -0.4399 1.3665 -2.0368
H -3.8565 -0.0440 -0.0193
H -2.5681 0.2704 0.8236
O -1.1692 -1.4388 -1.2913
O 1.3896 1.5091 0.2535
O 3.0346 -0.5102 -0.6424
O 0.7858 -1.5705 0.9539
O -0.8311 0.4252 1.9094
O -0.8501 1.4158 -1.1739
O -2.8874 -0.1337 -0.0257
*
```

---

(7)
The following is a DFT calculation (wB97M-V/def2-TZVPD) of a cluster of 7 separate species, H14O7 in total.

For the maximum force, the calculation gives 1.6 eV/A. The value obtained for the energy above the lowest of the compared OMol25 structures with the same formula, charge and spin is 0.249 eV. The SMILES is O.O.O.O.O.O.O. The total energy comes out at -14561.213 eV.

```
! RIJCOSX wB97M-V def2-TZVPD def2/J DEFGRID3
* xyz 0 1
H 0.6104 3.6923 1.6050
H 1.3405 2.3622 1.3013
H 1.4578 0.3299 1.7051
H 2.9249 0.9653 1.8347
H -0.6264 2.1840 0.4315
H -1.1578 0.7554 0.5804
H -0.8540 -2.6585 -2.9855
H -1.0100 -1.2831 -2.1968
H -1.3684 -3.3992 0.7892
H -0.7568 -2.9372 -0.5808
H 0.5102 -0.4279 -0.1823
H -0.0015 -1.5238 0.7814
H 0.3620 0.8523 -2.4741
H -0.7233 0.8840 -1.3511
O 0.7819 3.0696 0.8805
O 2.0095 1.0770 2.0976
O -1.3068 1.5666 0.0553
O -1.2221 -2.2526 -2.1563
O -0.5327 -3.1190 0.3521
O 0.3582 -0.5919 0.7694
O -0.1763 0.2756 -1.9058
*
```

---

(8)
The following is a DFT calculation (wB97M-V/def2-TZVPD) of a cluster of 7 separate species, H14O7 in total.

For the maximum force, the calculation gives 0.4 eV/A. The value obtained for the energy above the lowest of the compared OMol25 structures with the same formula, charge and spin is 2.328 eV. The SMILES is O.O.O.O.O.O.O. The total energy comes out at -14559.134 eV.

```
! RIJCOSX wB97M-V def2-TZVPD def2/J DEFGRID3
* xyz 0 1
H -0.2743 -0.4999 -0.2085
H -0.7868 0.7376 -0.9267
H 4.8686 -0.8017 -1.5438
H 3.4387 -0.4571 -1.1606
H -2.9349 -1.4142 0.2461
H -2.6682 -0.8940 1.6490
H -1.7248 -1.9851 -2.3576
H -1.8465 -3.2119 -1.4686
H 2.5158 1.2156 1.3803
H 3.0777 -0.1966 1.3828
H 0.3576 -2.0614 2.2741
H -0.2924 -0.8134 1.6997
H -1.1134 5.6859 -1.0586
H -1.7180 4.2984 -0.9195
O -0.9226 0.2091 -0.1322
O 4.3058 -0.0590 -1.2974
O -3.3412 -0.9087 0.9591
O -1.4785 -2.9157 -2.3087
O 2.6595 0.4560 1.9558
O -0.4509 -1.5384 2.3147
O -1.6711 5.1545 -0.4793
*
```

---

- What is the maximum force in the second record?
  0.3 eV/A

---

- Look up the maximum force of the sixth one.
  3.5 eV/A

---

- Which of these has the lowest energy above the lowest of the compared OMol25 structures with the same formula, charge and spin?
  number 7